{"formula": "C8H28B3MgO4S2", "method": "the ωB97M-V functional and the def2-TZVPD basis", "elements": ["S", "S", "Mg", "O", "O", "O", "O", "C", "C", "C", "C", "C", "C", "C", "C", "B", "B", "B", "H", "H", "H", "H", "H", "H", "H", "H", "H", "H", "H", "H", "H", "H", "H", "H", "H", "H", "H", "H", "H", "H", "H", "H", "H", "H", "H", "H"], "coordinates": [[2.977628, 5.243532, -0.084911], [-3.593272, -5.516768, -0.354341], [0.253728, -0.340578, 1.289069], [1.953258, 6.286772, -0.212951], [-2.611412, -4.615398, 0.305709], [-3.504062, -6.962218, -0.137351], [2.713218, 3.792252, 0.111299], [4.233038, 5.745782, 1.179189], [5.588428, 6.113682, 0.417349], [-5.807242, -4.494158, -1.549281], [-3.551072, -5.206338, -2.147111], [-5.017602, -5.269878, -2.675381], [5.250678, 6.481532, -1.023011], [-5.320182, -4.917798, -0.172001], [4.200768, 5.450522, -1.535591], [2.331998, -1.714008, -1.160751], [-3.002012, 0.258572, 0.820789], [1.140388, -0.473038, 4.789829], [-5.211352, -4.234348, 0.670119], [2.774018, -0.887958, -1.696001], [-2.818222, -0.361298, 1.684629], [2.147358, -0.373968, 5.164569], [2.620398, -1.700968, -0.121091], [0.883588, 0.328092, 4.114199], [4.176728, 5.136772, 2.081429], [1.284308, -1.739328, -1.417561], [2.640948, -2.648718, -1.602471], [-4.038652, 0.095572, 0.569689], [6.367088, 6.778872, 0.790579], [6.230788, 6.416182, -1.495471], [4.703678, 4.484272, -1.574861], [6.135358, 5.170922, 0.404139], [4.817188, 7.433092, -1.330771], [-3.183222, -4.191608, -2.299201], [-2.428722, -0.157448, 0.006849], [-6.894872, -4.557028, -1.514611], [-5.579522, -3.429618, -1.604091], [-5.314532, -6.315458, -2.593601], [-2.672242, 1.264962, 1.027369], [-5.942082, -5.757758, 0.137539], [3.821738, 6.692942, 1.528239], [1.137338, -1.409258, 4.253439], [0.396248, -0.639538, 5.553229], [-2.769922, -5.901428, -2.454931], [3.604208, 5.555602, -2.441771], [-5.123892, -4.913998, -3.700151]], "forces_ev_per_angstrom": [[1.7, -1.1, -0.6], [1.3, 0.8, 0.0], [-0.5, -0.7, 0.1], [0.9, -1.5, 0.4], [-2.1, -1.7, -1.0], [-0.3, 1.2, -0.1], [-0.2, 2.8, -0.4], [-0.1, 2.4, -0.1], [-1.3, -1.6, 0.4], [0.6, 1.3, -0.1], [-0.1, 0.5, 0.1], [0.5, -0.7, 2.1], [-0.8, -0.6, -1.2], [0.7, -1.5, 0.6], [0.1, -1.0, 1.6], [-0.2, 1.1, 0.2], [1.2, 0.5, 0.5], [0.1, -0.4, 0.0], [-0.5, 0.5, -0.5], [1.7, 3.3, -1.8], [0.8, -2.6, 3.9], [3.9, 0.7, 1.2], [1.1, 0.1, 4.7], [-1.3, 4.1, -3.1], [0.6, -0.6, -0.6], [-4.8, 0.2, -0.7], [1.3, -3.8, -1.2], [-3.9, -0.4, -1.1], [-0.9, 0.5, 0.8], [-0.3, -0.2, -0.8], [-0.3, -0.2, 0.0], [0.1, -0.2, -0.5], [0.3, 0.6, 1.1], [0.2, 0.0, 0.2], [2.7, -1.7, -3.9], [0.0, -0.3, -0.6], [0.0, 0.1, -0.5], [-0.2, -0.1, -0.4], [0.9, 4.1, 0.7], [0.4, -0.2, 0.3], [-0.2, 0.2, 0.0], [0.1, -4.2, -2.5], [-3.0, -0.1, 2.8], [-0.4, -0.2, -0.6], [0.3, 0.6, 0.1], [-0.1, 0.2, 0.3]], "lowdin_charge": [0.743, 0.712, 1.314, -0.352, -0.346, -0.353, -0.369, -0.195, -0.200, -0.214, -0.233, -0.171, -0.237, -0.228, -0.188, -0.392, -0.401, -0.390, 0.104, -0.088, -0.099, -0.080, -0.106, -0.127, 0.098, -0.099, -0.072, -0.071, 0.110, 0.107, 0.091, 0.106, 0.110, 0.104, -0.109, 0.108, 0.112, 0.103, -0.095, 0.097, 0.081, -0.109, -0.077, 0.099, 0.096, 0.108], "lumo_ha": -0.0165, "homo_lumo_gap_ha": 0.2244, "relative_energy_kcal_mol": 234.37, "fmax_ev_per_a": 5.319, "mol_weight_g_mol": 309.18, "total_charge": -1}



{"formula": "C4H12", "method": "the ωB97M-V functional and the def2-TZVPD basis", "elements": ["C", "C", "C", "C", "H", "H", "H", "H", "H", "H", "H", "H", "H", "H", "H", "H"], "coordinates": [[0.861686, -2.565608, 0.080462], [0.444623, -1.614071, -1.026031], [-0.954405, 2.509990, -0.085053], [-0.341660, 1.680905, 1.028283], [1.332965, -1.150717, -1.450439], [0.462749, 2.040769, 1.670871], [-1.108724, 1.304632, 1.707417], [-1.130548, 3.572595, 0.057249], [1.349419, -3.458571, -0.324431], [-0.111444, -0.793671, -0.565074], [0.158201, 0.836407, 0.550990], [-1.935124, 2.094915, -0.350304], [-0.283134, -2.091316, -1.677653], [-0.000382, -2.999065, 0.589803], [-0.424985, 2.349338, -1.029637], [1.554901, -2.132268, 0.797036]], "forces_ev_per_angstrom": [[0.0, -1.1, -0.2], [-0.3, 0.5, 1.3], [-0.5, -0.2, -0.9], [0.3, -0.7, 0.2], [-0.2, -0.3, -0.7], [-0.2, 0.9, -0.2], [0.1, -0.1, -0.1], [0.3, 0.1, 0.3], [0.2, 0.2, -0.1], [0.0, 0.0, -0.1], [-0.3, -0.3, 0.2], [0.0, 0.0, 0.4], [0.5, 0.0, -0.6], [-0.1, 0.4, 0.3], [0.4, 0.4, 0.2], [-0.1, 0.2, 0.1]], "lowdin_charge": [-0.181, -0.167, -0.170, -0.170, 0.069, 0.063, 0.065, 0.058, 0.059, 0.031, 0.030, 0.064, 0.067, 0.062, 0.061, 0.061], "smiles": "CC.CC", "lumo_ha": 0.0407, "homo_lumo_gap_ha": 0.4599, "relative_energy_kcal_mol": 9.24, "fmax_ev_per_a": 1.414, "mol_weight_g_mol": 60.14, "total_charge": 0}